Molecular formula: C15H18N4O2
Method: DFT, the ωB97M-V functional and the def2-TZVPD basis

ORCA input file:
```
! wB97M-V def2-TZVPD RIJCOSX def2/J DEFGRID3
* xyz 0 1
C -2.40 0.63 1.68
N -1.04 1.10 1.71
C -0.79 2.49 1.98
C 0.72 2.53 2.14
N 1.12 1.20 1.78
C 2.50 0.83 2.02
C 0.07 0.40 1.44
C 0.16 -0.99 0.94
H -2.48 -0.38 2.08
H -3.05 1.25 2.31
H -2.77 0.64 0.65
H -1.12 3.08 1.12
H -1.29 2.92 2.85
H 1.22 3.24 1.47
H 1.00 2.87 3.14
H 2.72 -0.10 1.51
H 3.15 1.64 1.70
H 2.74 0.66 3.08
H 0.91 -1.57 1.62
H -0.84 -1.48 0.84
N -2.71 1.58 -5.42
C -2.03 0.94 -4.72
C -1.30 0.29 -3.72
C -0.14 0.87 -3.21
C 0.58 0.24 -2.20
C 0.14 -1.00 -1.67
C 0.81 -1.54 -0.42
C 0.88 -2.99 -0.29
N 1.71 -3.50 0.66
O 2.01 -4.70 0.79
O 2.28 -2.62 1.39
C -1.04 -1.57 -2.20
C -1.78 -0.89 -3.17
H 0.25 1.81 -3.62
H 1.48 0.70 -1.75
H 1.83 -1.01 -0.23
H 0.54 -3.72 -1.00
H -1.38 -2.52 -1.76
H -2.69 -1.34 -3.51
*
```

For the gap between HOMO and LUMO, the calculation gives 0.2469 hartree. The energy relative to the best compared isomer or geometry (same formula, charge and spin) comes out at 159.3 kcal per mole. The LUMO energy comes out at -0.3 eV. As for the HOMO energy: -7.02 eV.